Entry 1:
The following is a quantum chemistry calculation of a cluster of 10 separate species, C37H81N2O35P7 in total in a non-equilibrium geometry, from OMol25.

Properties
Frontier orbital gap in eV: 9.3
HOMO energy in eV: -9.95
SMILES: O=[N+]([O-])c1ccccc1.O=[N+]([O-])c1ccccc1.COP(=O)(OC)OC.COP(=O)(OC)OC.COP(=O)(OC)OC.COP(=O)(OC)OC.COP(=O)(OC)OC.COP(=O)(OC)OC.COP(=O)(OC)OC.CCOC(=O)OC
E in Eh: -6591.3539
Relative energy (zero: lowest compared OMol25 entry of this formula, charge and spin) in kcal/mol: 0.0
LUMO energy in eV: -0.652

CARTESIAN COORDINATES (ANGSTROEM)
C 1.792 3.108 -8.509
C 1.188 3.607 -7.215
O 1.563 2.678 -6.184
C 1.249 3.045 -4.934
O 0.869 4.132 -4.594
O 1.424 2.002 -4.143
C 0.855 2.088 -2.817
H 2.862 3.296 -8.574
H 1.279 3.561 -9.357
H 1.646 2.028 -8.552
H 0.098 3.646 -7.252
H 1.535 4.610 -6.969
H 1.524 2.681 -2.202
H 0.885 1.075 -2.434
H -0.174 2.422 -2.892
C 3.865 0.416 -7.977
C 4.133 1.033 -6.762
C 3.665 0.458 -5.591
C 2.975 -0.720 -5.630
C 2.597 -1.287 -6.842
C 3.096 -0.741 -8.007
N 2.571 -1.374 -4.386
O 2.857 -0.831 -3.333
O 1.986 -2.434 -4.471
H 4.269 0.844 -8.887
H 4.701 1.948 -6.682
H 3.909 1.001 -4.689
H 2.040 -2.212 -6.847
H 2.815 -1.160 -8.965
C -5.230 3.316 -3.131
C -4.453 2.216 -2.791
C -3.329 2.382 -2.009
C -2.978 3.643 -1.575
C -3.672 4.753 -2.015
C -4.812 4.588 -2.775
N -1.975 3.785 -0.526
O -1.468 4.883 -0.357
O -1.678 2.788 0.098
H -6.156 3.154 -3.668
H -4.732 1.213 -3.084
H -2.746 1.528 -1.674
H -3.349 5.751 -1.747
H -5.388 5.450 -3.082
C -4.078 5.679 1.699
O -3.793 4.365 2.167
P -4.901 3.426 2.771
O -5.631 3.974 3.909
O -5.846 3.060 1.555
C -5.297 2.676 0.292
O -4.053 2.132 3.050
C -4.722 0.993 3.618
H -3.874 5.711 0.626
H -3.419 6.407 2.167
H -5.119 5.938 1.890
H -4.221 2.491 0.367
H -5.514 3.428 -0.464
H -5.730 1.721 -0.015
H -5.728 1.247 3.945
H -4.112 0.646 4.448
H -4.745 0.182 2.898
C -0.129 -2.835 -1.763
O 0.422 -1.832 -0.925
P -0.401 -0.571 -0.506
O -1.181 0.035 -1.582
O -1.223 -1.157 0.704
C -2.184 -0.337 1.401
O 0.652 0.416 0.066
C 1.317 0.090 1.297
H -0.581 -3.642 -1.191
H 0.656 -3.201 -2.421
H -0.904 -2.442 -2.430
H -1.912 -0.289 2.450
H -3.170 -0.775 1.259
H -2.226 0.674 0.991
H 1.219 -0.981 1.486
H 0.739 0.535 2.107
H 2.356 0.382 1.326
C 0.287 -7.428 2.641
O 1.050 -6.740 1.643
P 0.317 -5.901 0.531
O -0.534 -6.680 -0.367
O -0.451 -4.776 1.337
C 0.249 -3.962 2.283
O 1.477 -5.088 -0.144
C 2.444 -5.792 -0.931
H 0.981 -7.657 3.441
H -0.150 -8.323 2.201
H -0.525 -6.794 3.004
H 0.098 -2.910 2.039
H 1.327 -4.133 2.296
H -0.113 -4.149 3.295
H 2.410 -5.410 -1.948
H 2.226 -6.862 -0.994
H 3.419 -5.679 -0.465
C 1.793 5.181 -0.596
O 3.200 5.057 -0.460
P 3.895 3.710 -0.049
O 5.255 3.845 0.438
O 2.872 3.000 0.928
C 2.783 3.373 2.313
O 3.749 2.841 -1.364
C 4.092 1.441 -1.252
H 1.454 6.087 -0.088
H 1.232 4.391 -0.089
H 1.472 5.214 -1.636
H 1.775 3.718 2.543
H 3.448 4.199 2.571
H 3.005 2.500 2.917
H 4.632 1.251 -0.324
H 4.714 1.146 -2.093
H 3.173 0.856 -1.291
C 3.382 -2.636 -0.461
O 4.652 -2.292 0.133
P 4.743 -1.966 1.672
O 3.461 -1.910 2.359
O 5.737 -3.039 2.267
C 6.828 -3.570 1.518
O 5.636 -0.650 1.673
C 5.221 0.488 2.429
H 2.857 -1.735 -0.774
H 2.732 -3.167 0.233
H 3.626 -3.242 -1.329
H 7.727 -3.418 2.115
H 6.945 -3.105 0.542
H 6.678 -4.641 1.391
H 4.163 0.467 2.678
H 5.467 1.399 1.882
H 5.798 0.532 3.357
C -3.182 -3.530 -0.071
O -4.350 -3.611 0.772
P -4.092 -3.937 2.283
O -3.349 -2.953 3.067
O -5.588 -4.151 2.741
C -5.812 -4.465 4.135
O -3.395 -5.350 2.315
C -3.889 -6.409 1.457
H -3.207 -2.570 -0.584
H -3.168 -4.380 -0.749
H -2.266 -3.520 0.516
H -6.411 -5.368 4.164
H -6.310 -3.618 4.603
H -4.879 -4.600 4.686
H -4.130 -7.253 2.102
H -3.070 -6.679 0.792
H -4.773 -6.123 0.892
C -0.770 -0.722 5.074
O 0.436 0.036 4.919
P 0.378 1.616 4.918
O 1.673 2.256 4.749
O -0.387 2.016 6.261
C 0.248 1.698 7.486
O -0.700 1.904 3.805
C -1.018 3.261 3.451
H -1.636 -0.103 5.318
H -0.657 -1.420 5.905
H -0.990 -1.292 4.172
H 1.308 1.472 7.366
H -0.241 0.865 7.995
H 0.170 2.555 8.157
H -1.301 3.288 2.404
H -0.230 3.969 3.700
H -1.899 3.562 4.024

Entry 2:
The following is a quantum chemistry calculation of an isolated molecule of C18H24FN3O2, from OMol25.

Properties
Frontier orbital gap in eV: 8.8
HOMO energy in eV: -8.04
SMILES: COc1ccc(-c2[nH]ncc2CN(C)C[C@H]2CCCCO2)cc1F
E in Eh: -1114.8720
Relative energy (zero: lowest compared OMol25 entry of this formula, charge and spin) in kcal/mol: 50.5
LUMO energy in eV: 0.762

CARTESIAN COORDINATES (ANGSTROEM)
C -0.459 -6.028 -0.031
H 0.627 -6.081 -0.143
H -0.872 -7.036 -0.044
H -0.881 -5.453 -0.859
O -0.829 -5.491 1.222
C -0.460 -4.231 1.558
C 0.275 -3.318 0.801
C 0.584 -2.056 1.272
C 0.161 -1.644 2.532
C -0.575 -2.548 3.302
C -0.873 -3.803 2.824
H -1.445 -4.500 3.416
H -0.936 -2.259 4.277
C 0.474 -0.317 3.028
C 0.650 0.901 2.380
C 0.923 1.812 3.414
N 0.921 1.221 4.591
N 0.641 -0.055 4.353
H 0.626 -0.718 5.111
H 1.112 2.862 3.324
C 0.545 1.205 0.923
N 0.111 2.574 0.705
C -1.283 2.759 1.041
H -1.967 2.146 0.433
H -1.427 2.490 2.086
H -1.547 3.808 0.913
C 0.482 3.099 -0.590
H 0.131 4.132 -0.639
C -0.041 2.340 -1.826
C 0.025 3.213 -3.084
H -0.612 4.090 -2.955
C -0.417 2.406 -4.304
C 0.417 1.130 -4.393
C 0.325 0.379 -3.065
O 0.749 1.175 -1.985
H 0.976 -0.497 -3.060
H -0.715 0.049 -2.900
H 0.065 0.490 -5.202
H 1.461 1.388 -4.581
H -0.305 3.000 -5.212
H -1.474 2.143 -4.201
H 1.055 3.549 -3.221
H -1.092 2.040 -1.664
H 1.574 3.102 -0.648
H -0.136 0.479 0.448
H 1.527 1.093 0.452
H 1.176 -1.411 0.644
F 0.731 -3.630 -0.441

Question: Which of these has the lowest frontier orbital gap?
Answer: C18H24FN3O2